The following is a quantum chemistry calculation of a molecular structure, C72H180AsF10N15O29S4, from OMol25.

Values from the calculation:
* orbital gap: 7.119 eV
* net charge: +2

Geometry (Å):
C 4.4083 -26.5992 8.6455
C 4.7341 -25.6039 9.7675
N 6.2739 -25.4230 9.8548
C 7.0183 -26.7017 10.2564
C 6.8878 -24.9259 8.5093
C 6.2758 -23.5621 8.0514
C 6.6749 -24.3446 10.8941
C 6.0902 -24.6314 12.2722
O 4.6762 -24.4894 12.3590
C 4.1575 -23.1821 12.3049
H 5.1586 -27.3980 8.5641
H 4.4371 -26.0830 7.6324
H 3.4538 -27.1208 8.8127
H 4.4578 -25.9260 10.7747
H 4.2952 -24.6466 9.5154
H 7.4958 -27.1329 9.4041
H 6.3278 -27.4383 10.6915
H 7.7940 -26.4370 10.9660
H 6.7357 -25.7355 7.8261
H 7.9648 -24.8247 8.6640
H 6.7952 -23.2397 7.1291
H 6.4031 -22.8255 8.8963
H 5.1953 -23.7035 7.8224
H 6.2815 -23.3475 10.6699
H 7.7651 -24.2830 10.9141
H 6.6549 -23.9859 12.9415
H 6.3011 -25.6525 12.5539
H 4.8741 -22.4742 12.7488
H 3.2135 -23.1660 12.8908
H 3.8621 -22.8448 11.3324
C 18.8427 -22.5793 5.8554
C 17.4520 -22.4172 6.4770
N 16.4174 -23.4296 6.0324
C 16.6376 -24.9061 6.5083
C 15.0785 -22.8654 6.5342
C 13.9292 -23.8575 6.5320
C 16.4362 -23.6170 4.5275
C 16.1753 -22.3098 3.6611
O 14.8313 -21.9231 3.7409
C 14.5355 -20.8677 2.8848
H 18.8218 -22.6671 4.7825
H 19.2614 -23.4640 6.3360
H 19.4871 -21.7688 6.1662
H 17.0518 -21.4122 6.3348
H 17.5653 -22.4716 7.5696
H 15.7950 -25.4865 6.1693
H 16.6792 -24.9183 7.6108
H 17.5652 -25.2135 6.1165
H 14.9270 -22.0436 5.8445
H 15.2034 -22.5225 7.5525
H 14.1300 -24.6671 7.3069
H 13.9647 -24.3870 5.5817
H 12.9271 -23.4482 6.7130
H 15.5767 -24.2309 4.3571
H 17.3834 -24.1117 4.2243
H 16.4539 -22.6282 2.6440
H 16.7741 -21.4273 3.9741
H 14.9529 -19.9268 3.2390
H 13.5028 -20.6933 2.8966
H 14.8093 -21.1370 1.8698
C 8.0999 -22.9305 18.7858
C 6.7175 -23.0354 18.1432
N 6.3472 -24.4363 17.6535
C 6.9405 -25.4911 18.6657
C 4.8456 -24.6520 17.6738
C 3.9715 -23.8179 16.7530
C 6.9618 -24.5245 16.2623
C 6.7051 -25.8998 15.5984
O 7.4026 -26.8408 16.3079
C 7.7294 -27.9991 15.5488
H 8.5681 -21.9559 18.6794
H 8.7681 -23.5893 18.2567
H 7.9913 -23.1646 19.8536
H 6.6335 -22.3725 17.2019
H 5.9097 -22.6815 18.7872
H 7.9764 -25.7182 18.3832
H 6.3307 -26.3847 18.5943
H 6.9546 -25.0265 19.6604
H 4.5512 -24.4115 18.6614
H 4.6835 -25.7233 17.4722
H 4.1721 -22.7488 16.5848
H 2.9335 -23.8470 17.1135
H 3.9512 -24.2178 15.7493
H 8.0671 -24.4011 16.3409
H 6.4703 -23.7383 15.6870
H 7.0634 -25.8274 14.5454
H 5.6327 -26.1972 15.5813
H 7.8481 -27.7681 14.4789
H 6.8909 -28.6806 15.6302
H 8.6046 -28.4730 15.9701
C 9.6339 -29.9338 13.4955
C 10.8114 -30.4556 12.6926
N 10.3822 -31.4460 11.4947
C 9.4593 -30.8682 10.4214
C 11.6389 -32.0264 10.8973
C 12.5712 -31.0609 10.1321
C 9.5184 -32.6446 12.1078
C 10.1420 -33.4377 13.2833
O 9.8458 -32.8753 14.5381
C 10.6258 -33.5474 15.5304
H 8.8203 -29.4901 12.9412
H 9.8936 -29.1962 14.2213
H 9.1632 -30.7034 14.1281
H 11.4789 -30.9616 13.3241
H 11.2602 -29.6193 12.1451
H 9.5570 -31.4950 9.5390
H 9.7195 -29.8422 10.1543
H 8.4276 -30.8459 10.8092
H 11.4500 -32.9036 10.1807
H 12.2462 -32.4510 11.6935
H 12.7453 -30.1754 10.7054
H 12.2738 -30.7920 9.1049
H 13.5530 -31.5381 10.0047
H 9.4449 -33.2601 11.1856
H 8.6207 -32.2020 12.4271
H 11.2218 -33.4090 13.1736
H 9.8235 -34.4675 13.2400
H 11.6674 -33.2451 15.3924
H 10.4512 -34.5980 15.5339
H 10.3398 -33.0868 16.4915
C 13.3320 -22.5214 21.0073
C 12.8888 -22.1706 19.5703
N 13.8530 -22.5614 18.4990
C 14.3979 -23.9323 18.8143
C 13.0598 -22.6298 17.1074
C 12.1590 -23.8225 17.0497
C 14.9108 -21.4745 18.4186
C 15.9599 -21.7362 17.3386
O 16.7344 -22.9098 17.6328
C 17.9045 -22.8505 16.7598
H 14.3543 -22.2497 21.2481
H 13.1820 -23.6211 21.2379
H 12.6499 -21.9791 21.6395
H 12.6797 -21.1576 19.3234
H 12.0110 -22.7500 19.4155
H 15.0914 -23.8251 19.6447
H 14.9317 -24.3309 17.8884
H 13.5794 -24.5902 19.0720
H 13.8470 -22.6331 16.3314
H 12.5739 -21.6469 16.9832
H 12.6694 -24.7915 17.0549
H 11.6024 -23.8424 16.1152
H 11.4120 -23.8321 17.8364
H 15.3635 -21.4949 19.3956
H 14.4097 -20.5534 18.1531
H 16.4847 -20.7843 17.3399
H 15.6023 -21.8414 16.3429
H 17.5280 -22.9316 15.7364
H 18.4996 -23.6735 17.0861
H 18.4423 -21.8888 16.9693
C 9.1091 -21.1530 10.6070
C 10.2335 -20.3470 11.3814
N 11.6155 -20.6871 10.8606
C 11.8227 -22.2043 11.0222
C 11.8958 -20.2464 9.3718
C 13.3952 -20.2615 9.0699
C 12.6240 -20.1285 11.8888
C 12.4492 -18.6343 12.1874
O 12.5028 -18.0318 10.8937
C 11.9076 -16.7582 10.8957
H 9.2290 -22.2308 10.6950
H 9.1638 -20.8454 9.5585
H 8.1900 -20.8246 11.0791
H 10.2612 -20.6063 12.4479
H 10.0808 -19.2696 11.3429
H 11.2075 -22.7066 10.2564
H 11.3766 -22.3654 12.0157
H 12.8844 -22.4650 10.9705
H 11.4255 -19.2883 9.2348
H 11.4022 -20.8972 8.6640
H 13.5023 -20.2133 7.9410
H 13.7299 -21.3202 9.2621
H 14.0494 -19.5341 9.5070
H 13.6137 -20.4315 11.6145
H 12.4215 -20.6806 12.8244
H 13.2368 -18.3254 12.8384
H 11.4792 -18.4658 12.6587
H 10.8302 -16.7459 10.7765
H 12.4049 -16.2025 10.1112
H 12.0916 -16.2170 11.8306
C 14.1563 -28.6034 22.7727
C 12.9831 -27.9742 22.1294
N 12.6970 -28.3718 20.6844
C 13.7928 -27.9539 19.7869
C 12.5150 -29.9127 20.6012
C 11.1817 -30.5071 21.2261
C 11.3961 -27.5789 20.3108
C 10.8768 -27.7454 18.9352
O 11.5849 -26.8965 18.0696
C 11.2073 -26.9714 16.7261
H 14.1137 -29.6626 22.6815
H 14.2731 -28.3404 23.7758
H 15.1051 -28.2016 22.4005
H 13.1148 -26.8751 22.0609
H 12.0373 -28.1750 22.6130
H 14.7561 -28.3920 20.1652
H 13.8780 -26.8871 19.7276
H 13.6283 -28.3347 18.7778
H 13.3821 -30.3702 21.0242
H 12.5733 -30.2577 19.5861
H 11.1389 -30.5904 22.3120
H 11.0464 -31.5601 20.9185
H 10.2707 -29.9831 20.8969
H 11.7020 -26.5164 20.5145
H 10.5862 -27.8622 20.9884
H 9.7903 -27.4843 18.9488
H 11.0533 -28.7447 18.5129
H 10.3437 -26.3757 16.4337
H 11.2009 -28.0244 16.3494
H 12.0100 -26.5545 16.1222
C 15.3948 -25.5636 10.2227
C 16.0635 -25.5001 11.7458
N 15.4041 -26.6424 12.6128
C 14.0585 -26.1922 13.0303
C 15.3358 -27.9641 11.8866
C 16.7759 -28.3811 11.4411
C 16.3100 -26.8713 13.8425
C 16.3903 -25.6589 14.8345
O 15.4337 -25.8297 15.8821
C 16.0563 -26.6293 16.9042
H 14.3289 -25.5391 10.2733
H 15.8118 -26.4224 9.7090
H 15.7721 -24.6970 9.6727
H 15.8483 -24.4945 12.1618
H 17.1164 -25.6583 11.6763
H 13.5397 -26.1121 12.0807
H 14.1656 -25.2345 13.5501
H 13.5786 -26.9638 13.6190
H 14.7097 -27.8572 10.9587
H 14.9074 -28.7160 12.5193
H 17.2305 -29.0400 12.1602
H 17.4483 -27.5501 11.2231
H 16.7498 -28.9705 10.5627
H 17.3054 -27.1113 13.4501
H 15.9060 -27.7325 14.3913
H 16.1268 -24.7232 14.3115
H 17.3588 -25.5164 15.3793
H 15.2341 -27.0234 17.4917
H 16.7238 -25.9608 17.4034
H 16.5327 -27.5740 16.5536
C 13.0450 -26.5202 3.3352
C 11.9238 -27.5814 3.2158
N 11.6839 -28.3318 4.6129
C 10.5477 -29.3853 4.3673
C 12.9182 -29.1674 4.9135
C 12.9616 -29.9645 6.2037
C 11.3655 -27.4677 5.8080
C 10.3366 -26.4010 5.5975
O 10.8306 -25.3429 4.7516
C 9.9507 -24.8353 3.8277
H 12.9734 -25.9124 4.2529
H 12.9740 -25.7954 2.5091
H 14.0803 -26.9120 3.2128
H 12.1813 -28.3543 2.4818
H 10.9630 -27.1117 2.9833
H 9.5761 -28.9454 4.1048
H 10.4956 -29.8049 5.3521
H 10.9779 -30.1005 3.6662
H 13.6960 -28.4097 5.0339
H 13.0765 -29.8193 4.0265
H 12.8820 -29.3300 7.0964
H 14.0143 -30.2415 6.2730
H 12.3235 -30.8493 6.2114
H 12.2847 -27.0583 6.1082
H 10.9587 -28.1948 6.5492
H 10.1101 -25.9384 6.5562
H 9.3742 -26.7533 5.2118
H 9.8002 -23.7865 4.0961
H 8.9772 -25.3195 3.8178
H 10.3629 -24.9081 2.8213
As 13.3504 -30.0223 15.8923
F 12.8952 -28.5771 15.0459
F 12.7946 -29.3788 17.4049
F 13.7652 -31.4178 16.7693
F 14.0276 -30.6485 14.3535
F 14.8916 -29.3248 16.2359
F 11.7940 -30.6859 15.6096
N 10.0781 -25.2607 11.3118
S 10.9868 -26.1645 10.4066
O 11.3756 -27.3186 11.0988
O 11.9175 -25.4552 9.6341
F 9.9092 -26.6837 9.3685
S 9.8751 -25.2912 12.8190
O 10.9897 -25.2869 13.6348
O 8.7868 -26.0455 13.3688
F 9.3070 -23.8631 12.8877
N 8.2423 -21.0148 16.1207
S 7.5681 -21.1152 14.6727
O 6.3474 -21.8881 14.7050
O 8.3881 -21.2738 13.5479
F 7.0551 -19.5928 14.5692
S 9.8432 -20.7801 15.9212
O 10.6540 -21.2360 14.8596
O 10.3545 -20.9689 17.2460
F 9.9843 -19.2305 15.7731
N 9.6853 -22.8106 6.9784
O 9.5064 -23.5940 8.0052
O 8.7452 -22.6984 6.1659
O 10.6815 -22.0393 7.0472
N 15.1988 -27.8967 7.9976
O 14.7765 -27.4503 6.9174
O 14.3616 -28.2100 8.8897
O 16.4358 -27.9464 8.2075
N 8.5716 -29.0394 7.4610
O 8.1981 -28.3207 6.5024
O 9.6919 -29.6823 7.3651
O 8.0194 -28.9963 8.5878
N 15.2907 -22.2966 13.4502
O 16.4893 -22.6862 13.7130
O 14.7252 -22.7016 12.3763
O 14.6633 -21.4005 14.1550

Atomic forces in eV per Å
C 0.37 0.13 -0.92
C 1.33 -0.98 -0.42
N 0.82 1.42 0.07
C -0.91 0.45 0.31
C -0.58 0.90 0.67
C -0.04 -0.88 0.65
C -1.27 -0.31 0.32
C 0.17 -0.21 -0.55
O 0.44 -0.25 0.25
C -0.27 0.46 1.40
H -0.08 0.16 0.19
H -0.37 -0.64 1.27
H 0.18 0.53 -0.14
H -0.24 0.03 -0.50
H 0.07 0.24 0.39
H 0.01 -0.25 -0.61
H 0.13 0.39 -0.11
H -0.09 0.01 0.11
H -0.18 -0.33 -0.59
H -0.21 0.05 0.10
H -0.11 -0.06 0.70
H -0.13 -0.48 -1.40
H 0.64 0.30 0.14
H 0.06 -0.40 -0.64
H -0.17 -0.18 -0.09
H -0.27 0.30 0.43
H -0.01 -0.31 0.17
H -0.29 -0.03 -0.10
H 0.65 -0.07 -0.11
H 0.16 0.03 -0.99
C -0.67 -0.66 1.03
C 0.67 0.15 0.48
N 0.31 -0.96 0.20
C -0.56 2.17 1.49
C -0.47 -0.26 -0.29
C 0.87 -1.65 0.60
C -0.38 2.19 -0.47
C 0.68 -0.68 0.96
O -0.04 -1.15 0.53
C 0.54 0.37 -0.31
H 0.21 0.05 -0.28
H 0.30 -0.20 -0.50
H -0.03 0.37 -0.08
H -0.25 -0.20 -0.48
H -0.26 -0.40 -0.26
H 0.04 -0.29 -0.08
H -0.10 0.00 -0.50
H 0.98 -0.54 -0.50
H -0.38 0.22 0.30
H 0.54 0.25 0.14
H -0.46 1.02 -0.74
H -0.60 0.00 -0.18
H 0.40 0.26 -0.13
H -0.24 -0.67 -0.46
H -0.81 0.34 0.31
H -0.05 0.35 0.04
H 0.25 -0.64 -0.23
H 0.64 0.10 -0.23
H -1.66 -0.12 0.10
H 0.31 0.34 -0.30
C -0.78 -0.05 0.16
C -0.65 1.66 -1.79
N 1.19 -0.37 1.02
C 0.08 1.09 -0.77
C 0.19 0.10 -0.93
C -0.37 0.49 -0.81
C -0.60 -1.62 -0.29
C -0.71 1.31 -0.70
O 1.53 -0.98 0.45
C -0.85 -0.02 -0.34
H -0.44 0.26 -0.09
H 0.45 -0.43 0.14
H 0.51 -0.10 -0.31
H 0.30 -1.03 1.59
H 0.16 -0.25 0.24
H -0.51 0.09 -0.07
H 0.11 0.03 0.13
H -0.42 -0.30 -0.35
H -0.10 -0.13 1.24
H 0.02 0.51 0.17
H 0.49 -0.30 0.61
H 0.34 -0.21 0.07
H 0.03 -0.31 -0.33
H -0.89 0.20 0.03
H 0.39 -0.05 0.04
H -0.26 0.05 0.78
H 0.24 0.52 -0.15
H 0.33 0.05 0.50
H -0.22 -0.49 0.00
H 0.27 0.07 0.04
C -1.08 -1.20 0.34
C -1.98 1.05 -2.43
N -0.51 -0.84 1.87
C 0.28 0.56 0.77
C 0.94 -0.83 -1.58
C -0.17 -0.39 -0.41
C 2.49 -0.23 -0.92
C 0.35 1.28 -0.74
O -0.30 -0.42 -0.14
C -0.12 2.30 0.61
H -0.01 0.20 -0.72
H 0.93 0.68 0.19
H 0.33 -0.08 -0.38
H 1.03 -0.85 0.49
H 0.23 -0.23 0.31
H -0.16 0.04 0.01
H 0.30 -0.22 0.07
H 0.53 -0.15 -0.25
H -0.53 1.23 1.15
H -0.28 0.09 0.30
H 0.13 0.73 0.17
H -0.38 -0.02 0.58
H -0.30 -0.09 0.24
H -0.51 0.05 0.93
H -1.29 0.40 0.11
H 0.41 -0.34 -0.19
H -0.26 -0.49 -0.16
H 0.17 -0.55 -0.08
H 0.00 -0.90 -0.04
H -0.06 -0.45 -0.34
C -0.34 -0.63 -0.50
C 0.79 -1.10 0.39
N -0.85 -0.64 -1.23
C 1.13 0.16 -1.67
C 1.45 0.73 0.40
C -0.31 -0.53 -0.31
C 0.07 -1.95 -1.23
C -0.10 -0.53 1.34
O 0.49 1.61 -0.24
C -0.97 0.80 0.93
H 0.06 0.13 0.09
H 0.24 1.26 -0.41
H -0.09 0.23 0.51
H -0.37 0.98 0.56
H -0.88 -0.25 -0.39
H 0.09 -0.15 -0.12
H -0.70 0.59 1.38
H -0.24 0.01 0.05
H -0.41 -0.38 0.40
H -0.14 -0.59 0.40
H 0.21 0.42 0.14
H 0.01 0.36 -0.24
H -0.14 0.04 0.19
H 0.31 0.52 0.30
H -0.21 0.22 0.32
H 0.97 -0.04 0.04
H -0.78 0.15 -0.89
H 0.55 0.13 -0.05
H 0.61 -0.58 -0.15
H -0.32 -0.81 -0.46
C 1.39 1.48 0.64
C -0.49 -1.37 -0.64
N 1.21 -0.17 0.06
C -1.27 0.64 -0.34
C 0.40 0.23 1.08
C -0.45 -2.07 -1.93
C -1.21 0.08 0.97
C -0.51 -1.71 -1.94
O -0.19 0.44 1.10
C 0.70 0.85 0.27
H -0.04 0.11 0.04
H -0.32 -0.26 0.07
H -0.30 -0.13 -0.23
H -0.11 -0.10 -0.39
H 0.01 -0.07 -0.48
H 0.52 0.07 0.23
H 0.53 -0.54 -0.31
H -0.41 0.17 0.13
H 0.11 0.46 0.24
H -0.24 -0.77 0.36
H -0.23 0.26 1.17
H 0.09 1.04 0.16
H -0.02 0.33 0.45
H 0.47 0.12 -0.41
H 0.07 0.13 -0.42
H 0.65 0.47 0.47
H 0.05 0.17 0.11
H -0.36 -0.38 -0.32
H -0.25 0.25 -0.29
H 0.20 -0.08 0.03
C 1.13 0.19 -1.30
C -0.71 1.42 -0.88
N -1.30 -0.69 0.09
C 1.53 -1.25 -0.20
C -1.74 -0.21 0.40
C 0.41 0.15 -0.31
C 1.08 0.31 1.17
C -0.03 0.01 -1.59
O 0.13 0.91 0.77
C 0.72 -0.80 -1.67
H 0.30 -0.82 0.17
H -0.59 0.31 1.87
H -0.15 -0.38 -0.56
H -0.16 -0.52 0.25
H -0.05 -0.07 0.50
H -0.94 0.43 -0.29
H -0.13 0.60 0.28
H -0.11 0.07 0.31
H 0.51 -0.01 0.64
H -0.20 0.58 -0.80
H 0.34 0.49 0.09
H 0.39 0.54 -0.29
H 0.44 -0.12 -0.02
H -0.53 -0.91 -0.32
H 0.55 -0.05 0.29
H 0.51 -0.32 -0.07
H -0.64 -0.21 0.55
H -0.58 -0.24 0.43
H -0.70 0.80 0.54
H 0.22 0.15 0.19
C 2.42 0.40 2.25
C -2.70 -0.28 -2.24
N 1.88 0.74 0.95
C 0.10 0.05 -0.62
C 1.19 0.61 -2.16
C -0.69 0.09 0.70
C 0.32 0.74 0.36
C -0.64 0.10 -0.24
O 0.39 -0.74 -0.02
C -1.29 -0.70 -0.89
H -0.63 -0.08 -0.16
H -0.33 -0.20 0.06
H -0.18 0.23 0.30
H -0.02 -0.92 0.12
H 0.57 -0.25 0.15
H -0.50 0.39 0.24
H -0.36 -0.30 -0.18
H 0.04 0.01 0.25
H 0.45 0.09 1.04
H -0.31 -0.15 0.63
H 0.31 0.00 0.64
H -0.21 -0.10 0.08
H -0.42 -0.37 -1.14
H -0.37 0.02 0.12
H 0.05 0.13 -0.26
H 0.41 -0.36 0.28
H -0.28 -0.30 -1.20
H -0.03 0.34 0.58
H 0.67 0.03 0.86
H 0.06 0.90 -0.18
C 0.57 0.12 -0.39
C 0.51 0.34 1.98
N -0.99 -1.14 -2.36
C 1.32 1.21 0.59
C 0.24 0.72 -0.18
C 0.32 0.34 0.13
C -1.43 -1.17 -0.40
C -0.40 1.11 -0.57
O 0.85 -1.52 1.15
C -0.68 1.29 -0.47
H -0.06 -0.52 -0.40
H -0.37 -0.25 0.15
H -0.77 -0.17 0.35
H -0.22 0.09 0.32
H 0.27 -0.22 0.01
H 0.59 0.01 -0.08
H -0.67 -0.62 0.28
H -0.45 0.16 -0.19
H 0.20 -0.27 -0.40
H 0.04 0.56 0.54
H -0.55 -0.16 -0.26
H 0.01 -0.52 -0.12
H 0.03 0.17 0.19
H 1.23 0.58 0.72
H 0.46 0.69 -0.26
H 0.03 -0.18 0.39
H 0.28 -0.28 -0.02
H -0.28 0.06 -0.41
H -0.17 -0.19 0.14
H 0.14 0.05 -0.23
As 1.40 -0.24 -1.73
F -0.03 -0.10 -0.01
F -0.57 0.45 0.38
F 0.38 -0.94 0.08
F -0.84 0.21 1.17
F 0.32 0.20 0.04
F -0.47 -0.08 -0.30
N -0.01 0.00 -1.69
S -1.67 0.25 -0.19
O 0.96 -2.13 1.11
O 0.75 0.88 -0.51
F 0.22 0.27 0.11
S -2.23 -0.14 -0.37
O 3.76 -0.03 1.88
O -0.68 -0.91 -0.78
F -0.62 1.78 0.46
N 1.60 -0.74 -2.40
S -3.09 1.31 0.79
O 0.64 0.38 0.52
O 0.89 -0.26 -1.07
F 0.03 -0.71 -0.17
S 0.54 1.04 3.37
O -0.25 -1.07 -1.02
O 0.23 -0.63 0.48
F -0.65 0.77 -0.44
N -1.33 0.35 3.44
O 0.64 0.49 -1.77
O 1.64 -0.08 -0.24
O -0.61 -0.72 -1.36
N -0.09 0.30 0.83
O -0.14 0.09 -0.67
O 0.81 -0.24 -0.60
O -0.77 -0.16 0.04
N 2.21 0.95 0.40
O -0.18 -1.11 0.96
O -1.76 0.27 0.03
O -0.29 -0.40 -1.14
N -0.23 1.48 -0.92
O -2.62 0.79 0.05
O 0.93 0.25 1.83
O 1.77 -2.34 -0.86